Here is a single C7H9O3P molecule from OMol25. Energies are from the ωB97M-V functional and the def2-TZVPD basis.

## Properties
M (g mol⁻¹): 172.12
Energy relative to the best compared isomer or geometry (same formula, charge and spin) (kcal/mol): 37.7
E (Ha): -839.08130
Charge: 0
HOMO energy (spin up / spin down) (eV): -8.1 / -8.1
Gap between HOMO and LUMO (spin up / spin down) (eV): 6.472 / 6.470
LUMO (spin up / spin down) (eV): -1.63 / -1.63

```
20
Properties=species:S:1:pos:R:3:forces:R:3
C -1.5617 1.1192 -0.2253 1.05 -0.54 1.08
C -2.6527 0.9773 -1.2869 -0.67 -0.06 -0.31
C 2.4465 -1.9940 0.8482 1.19 0.63 0.23
C 1.2783 -1.6518 0.3416 -1.14 -0.14 -3.25
C -1.9108 2.5689 0.0014 -0.06 0.53 0.16
C -3.1571 2.3328 -0.9113 -1.14 2.67 0.50
C 3.7024 -2.4372 0.0935 -3.97 -2.15 -2.96
O -0.7009 0.3968 0.2101 0.10 0.67 -0.85
O -2.9693 0.2010 -2.1275 0.28 -0.44 0.00
O 0.4378 -0.6711 2.6588 1.47 1.46 2.87
P -0.1260 -1.1537 1.4323 -1.29 -2.74 -2.02
H 2.5147 -1.6830 1.8871 0.45 -0.52 0.30
H 1.0620 -1.8020 -0.8120 0.35 0.22 2.31
H -1.9956 3.1187 0.9848 -0.01 -1.17 -0.94
H -1.1047 3.0552 -0.5516 0.00 0.39 -0.10
H -3.2206 3.0669 -1.7746 -0.37 -0.98 1.04
H -4.0790 2.3507 -0.2354 0.94 -0.21 -1.35
H 3.7804 -1.8658 -0.8413 -0.05 -0.08 0.20
H 3.6795 -3.5528 -0.2597 -0.39 1.83 0.69
H 4.5768 -2.3760 0.5678 3.23 0.63 2.38
```
Forces are in eV/Å.

---

Here is 12 unconnected molecules or ions with the total composition C31H58Cl23NO from OMol25. Energies are from the ωB97M-V functional and the def2-TZVPD basis.

## Properties
M (g mol⁻¹): 1276.23
Energy relative to the best compared isomer or geometry (same formula, charge and spin) (kcal/mol): 44.2
E (Ha): -11930.32610
Charge: 0
HOMO energy (eV): -8.3
Gap between HOMO and LUMO (eV): 8.512
LUMO (eV): 0.24

```
114
Properties=species:S:1:pos:R:3:forces:R:3
C 3.3805 -5.2264 -0.8074 -0.90 1.82 0.62
C 2.7821 -3.9726 -0.5804 1.30 -1.64 -1.34
C 2.2267 -2.9890 -1.7122 -3.02 1.00 2.17
C 3.0942 -1.6590 -1.8877 1.33 -0.64 1.23
Cl 2.3541 -0.5617 -3.1794 0.53 -0.82 0.63
C 4.6556 -1.8738 -2.0829 0.35 0.40 -1.32
C 5.0721 -3.2083 -2.8554 1.00 0.76 -0.30
C 0.9035 -2.4053 -0.9628 -2.01 -1.61 -0.93
C -0.1048 -3.6369 -1.2209 -0.59 -0.45 0.87
N 0.0669 -3.9900 -2.6795 1.35 2.44 1.59
C 1.4706 -3.6145 -2.9700 -0.17 -1.21 -2.45
O 1.8377 -3.7981 -4.1344 0.22 0.86 2.93
H 4.3113 -5.4853 -0.1951 -2.09 -0.30 -0.20
H 2.9376 -5.9709 -1.5407 1.42 1.39 0.12
H 2.6632 -3.6229 0.4920 1.23 0.30 -1.69
H 2.9714 -1.0756 -0.9126 -0.01 -0.73 -1.45
H 5.2644 -1.8052 -1.1153 -1.31 -0.09 -1.10
H 5.0255 -0.9993 -2.7256 -0.77 -1.17 1.14
H 5.8157 -2.9018 -3.6715 -0.99 -0.50 1.03
H 5.6598 -3.8548 -2.1375 -0.97 0.34 -0.94
H 4.2290 -3.7385 -3.3857 0.85 0.53 0.87
H 0.3632 -1.5779 -1.5356 1.23 -0.69 0.74
H 0.9988 -2.1240 0.1261 0.23 -0.37 -1.27
H 0.1075 -4.5987 -0.6537 0.17 1.38 -0.36
H -1.1911 -3.4071 -0.9608 1.42 -0.08 -0.56
H -0.4436 -3.2306 -3.1678 0.11 -0.91 -0.22
Cl -2.9112 -3.9316 1.9115 -0.05 -0.08 -0.23
C -3.8565 -2.4214 1.9374 -0.12 0.13 0.00
C -4.7316 -2.2699 0.7109 -0.08 0.05 0.16
Cl -3.7733 -2.0011 -0.7691 0.07 -0.02 -0.07
H -3.1598 -1.5881 2.0381 -0.02 -0.11 -0.08
H -4.4783 -2.4545 2.8322 0.03 -0.02 -0.11
H -5.3830 -1.4045 0.8252 0.14 -0.04 -0.03
H -5.3571 -3.1491 0.5528 0.15 0.04 0.00
Cl 1.5342 2.6258 0.0336 0.00 -0.04 0.04
C 2.6593 3.7384 -0.7853 0.11 0.16 -0.12
C 3.4020 3.0680 -1.9217 -0.08 0.10 -0.10
Cl 4.5557 1.8445 -1.3410 -0.05 -0.07 0.13
H 3.3461 4.1365 -0.0376 -0.04 -0.15 -0.05
H 2.0608 4.5647 -1.1724 0.03 -0.10 -0.04
H 3.9807 3.8097 -2.4749 0.00 -0.01 0.11
H 2.7169 2.5813 -2.6174 0.05 -0.06 0.16
Cl 1.4092 -3.5943 2.5356 -0.15 -0.09 0.24
C 1.1032 -2.1596 3.5473 0.04 0.29 0.16
C 0.4437 -2.5200 4.8596 -0.07 0.01 0.11
Cl -1.2285 -3.0960 4.6342 0.05 0.02 0.07
H 0.4952 -1.4606 2.9713 -0.03 -0.17 0.02
H 2.0713 -1.6931 3.7357 -0.06 -0.09 0.07
H 0.3902 -1.6397 5.5017 0.06 0.00 -0.12
H 0.9993 -3.2939 5.3887 -0.37 0.14 -0.25
Cl 7.1337 -0.1278 -3.4876 0.21 0.17 -0.07
C 8.3683 1.1072 -3.8485 0.15 0.03 -0.08
C 8.1011 2.4114 -3.1282 0.26 -0.10 0.10
Cl 6.6536 3.2359 -3.7546 -0.07 0.12 -0.10
H 8.4029 1.2463 -4.9295 -0.10 0.04 0.12
H 9.3277 0.6984 -3.5270 -0.07 0.08 0.05
H 8.9403 3.0936 -3.2715 -0.05 -0.08 -0.10
H 7.9652 2.2579 -2.0569 -0.13 -0.04 -0.13
Cl -6.9946 -1.4099 2.8986 -0.13 -0.04 0.16
C -7.9337 0.1044 2.9183 -0.22 0.30 -0.09
C -8.8037 0.2550 1.6884 -0.20 -0.04 0.22
Cl -7.8392 0.5140 0.2117 0.05 -0.02 -0.03
H -7.2331 0.9343 3.0180 -0.13 -0.38 -0.21
H -8.5595 0.0772 3.8120 -0.01 -0.04 -0.10
H -9.4526 1.1255 1.7988 0.12 0.00 0.04
H -9.4326 -0.6223 1.5313 0.15 0.03 -0.03
Cl -9.1382 4.0354 2.6717 -0.09 0.01 -0.03
C -9.4871 4.8181 1.1098 -0.06 0.12 -0.24
C -10.9611 4.7821 0.7689 0.01 0.23 0.04
Cl -11.5264 3.1301 0.4163 -0.02 -0.07 0.12
H -8.8870 4.3264 0.3436 -0.12 -0.06 0.11
H -9.1516 5.8532 1.1929 -0.10 -0.05 0.04
H -11.1492 5.3777 -0.1248 0.07 -0.10 0.03
H -11.5710 5.1815 1.5799 0.10 -0.15 -0.01
Cl 3.3163 -3.3835 5.8692 0.50 -0.05 0.06
C 4.0448 -2.4286 7.1850 0.13 0.06 0.21
C 3.0680 -1.4368 7.7806 0.05 -0.13 0.15
Cl 2.6637 -0.1262 6.6425 -0.01 0.00 -0.04
H 4.9316 -1.9310 6.7915 -0.16 0.00 -0.04
H 4.3642 -3.1376 7.9504 -0.10 0.06 -0.02
H 3.5089 -0.9661 8.6603 0.04 -0.04 -0.09
H 2.1385 -1.9211 8.0821 0.08 0.03 -0.12
Cl 8.9021 3.8266 -6.7712 0.08 -0.02 -0.01
C 7.9556 5.3348 -6.7667 -0.19 0.20 0.09
C 7.0870 5.4689 -7.9994 -0.10 -0.01 0.13
Cl 8.0503 5.7208 -9.4771 0.01 -0.03 -0.01
H 8.6501 6.1702 -6.6727 -0.01 -0.13 -0.12
H 7.3286 5.3110 -5.8736 -0.01 -0.08 -0.09
H 6.4324 6.3356 -7.8977 0.10 -0.03 0.05
H 6.4645 4.5861 -8.1488 0.15 0.04 0.01
Cl -3.8967 2.2632 2.1166 -0.07 -0.03 -0.02
C -4.1876 3.7050 3.1210 0.02 0.14 0.08
C -4.8535 3.3599 4.4359 0.23 0.10 0.11
Cl -6.5299 2.8003 4.2101 0.29 0.21 0.27
H -4.7870 4.4072 2.5405 -0.02 -0.15 0.05
H -3.2146 4.1618 3.3089 -0.07 -0.08 0.06
H -4.8985 4.2445 5.0727 -0.01 -0.01 -0.11
H -4.3071 2.5824 4.9707 -0.08 0.02 -0.14
Cl -9.9239 4.4198 -2.3894 0.08 0.08 -0.16
C -10.5052 3.0181 -3.3214 -0.06 -0.28 -0.16
C -11.7599 3.3347 -4.1076 0.11 -0.02 -0.11
Cl -13.1681 3.6002 -3.0491 0.01 0.05 0.00
H -10.6639 2.1924 -2.6267 -0.04 0.18 0.03
H -9.7021 2.7380 -4.0049 -0.08 0.09 0.01
H -12.0086 2.4963 -4.7597 0.07 0.00 0.10
H -11.6314 4.2229 -4.7270 0.00 -0.05 0.14
Cl 7.0134 -6.4048 0.4277 0.03 -0.01 -0.04
C 7.7439 -5.4751 1.7593 0.13 -0.01 0.17
C 6.7663 -4.4939 2.3637 0.01 -0.11 0.21
Cl 6.3631 -3.1830 1.2353 -0.09 0.10 -0.10
H 8.6326 -4.9751 1.3729 -0.16 0.01 -0.03
H 8.0605 -6.1932 2.5175 -0.10 0.03 -0.04
H 7.2029 -4.0320 3.2504 0.05 -0.04 -0.09
H 5.8357 -4.9815 2.6571 0.08 0.01 -0.12
```
Forces are in eV/Å.